[1]
{
  "formula": "C6H10N2",
  "method": "ωB97M-V/def2-TZVPD",
  "relative_energy_ev": 2.553,
  "smiles": "C[C@H](N)C#N.C=C=C",
  "elements": ["N", "H", "C", "H", "H", "H", "H", "H", "C", "H", "H", "N", "H", "H", "C", "C", "C", "C"],
  "xyz": [[-1.066, -0.349, 1.579], [-2.481, 0.125, -0.699], [1.522, -1.872, 0.040], [1.925, 0.337, -2.375], [-2.057, -0.555, 1.672], [2.095, -2.769, -0.334], [-1.223, 1.076, -1.500], [-0.709, -0.080, 2.490], [2.444, 0.013, -1.487], [-0.915, -0.618, -1.078], [0.707, -1.735, 0.742], [-2.002, 2.887, 1.461], [3.305, 0.596, -1.195], [0.227, 0.880, 0.516], [-1.407, 0.298, -0.763], [-0.856, 0.717, 0.601], [-1.473, 1.964, 1.036], [1.964, -0.915, -0.706]],
  "forces_ev_per_a": [[0.0541, -0.1182, 0.0312], [-0.0469, 0.0052, -0.0033], [1.1756, -0.9804, -1.3106], [-0.0057, -0.2471, -0.2742], [0.1059, 0.0613, 0.0495], [-1.3229, 0.1351, 1.2869], [-0.0233, 0.0337, -0.0580], [-0.1202, -0.0225, -0.0754], [-0.1690, 0.2907, 0.3360], [0.0180, -0.0447, -0.0146], [0.2363, -0.4989, 0.1666], [-0.1582, 0.3929, 0.0576], [0.1272, 0.0048, 0.0850], [-0.2089, 0.0121, -0.0255], [0.1304, 0.0584, 0.1547], [0.3113, -0.5872, -0.2704], [-0.0979, 0.2430, 0.1720], [-0.0059, 1.2618, -0.3074]],
  "lowdin_charge": [0.038, 0.084, -0.003, 0.055, 0.088, 0.093, 0.085, 0.089, -0.012, 0.067, 0.035, 0.151, 0.055, 0.128, -0.053, -0.457, -0.205, -0.237]
}

***

[2]
{
  "formula": "C29H45BrClNO16P",
  "method": "ωB97M-V/def2-TZVPD",
  "e_tot_ha": -5765.97126,
  "charge": 1,
  "elements": ["H", "H", "C", "H", "C", "C", "H", "H", "P", "H", "H", "H", "H", "H", "O", "C", "H", "H", "H", "C", "C", "O", "O", "O", "O", "H", "H", "H", "C", "H", "C", "H", "H", "O", "C", "H", "O", "C", "H", "N", "H", "C", "H", "C", "C", "H", "H", "H", "O", "C", "H", "H", "C", "Cl", "C", "H", "H", "H", "H", "C", "H", "H", "O", "H", "C", "H", "H", "O", "H", "O", "C", "C", "C", "H", "H", "C", "O", "O", "C", "C", "H", "C", "C", "O", "Br", "C", "O", "H", "C", "H", "H", "O", "H", "C"],
  "xyz": [[-4.113, 0.574, -1.962], [3.920, -6.932, -0.513], [-1.348, -3.321, -1.349], [3.292, -1.876, -3.439], [-1.971, -4.223, -5.879], [2.456, -2.352, -2.936], [-0.882, 4.376, 4.741], [-3.712, 0.744, -7.021], [-2.458, -0.282, 3.165], [2.103, 2.271, 3.253], [6.967, 0.826, 0.698], [3.388, 3.407, 2.816], [-4.976, 3.757, 2.286], [-4.459, -3.658, -0.944], [-3.070, 3.270, 4.337], [-3.876, 2.637, -2.174], [-1.352, 0.455, -5.086], [4.594, -7.364, -2.887], [-4.118, 0.659, 4.928], [3.664, -4.317, -2.700], [0.092, 3.084, 6.178], [-4.391, 1.589, 4.959], [4.630, -3.703, -2.329], [5.234, 2.591, 1.372], [-2.890, -0.950, -5.138], [-2.023, -4.236, -6.965], [-0.302, 5.200, 6.181], [1.532, -2.025, -3.397], [-4.746, 2.623, 0.548], [-4.506, -1.401, -1.462], [-2.407, 0.386, -5.349], [5.851, 2.286, -0.997], [-2.460, -0.404, -0.809], [3.558, -5.635, -2.818], [-2.658, 0.857, -6.765], [5.307, 0.862, -1.874], [3.415, 3.835, 5.361], [-3.385, 0.810, 2.017], [-2.579, -2.406, 3.074], [-4.268, 1.513, -0.054], [-5.070, -1.465, 0.182], [3.119, 2.361, 2.898], [4.469, 4.803, 6.882], [-3.713, 2.304, 4.058], [-0.760, 4.281, 5.818], [0.240, 3.028, 7.256], [-5.620, 1.492, -1.620], [-3.840, -3.447, 0.648], [3.176, 1.703, 1.617], [-3.768, -3.065, -0.359], [5.002, -5.543, -0.465], [2.453, -2.077, -1.880], [-2.106, -1.919, -5.621], [-4.887, 3.865, -2.841], [-2.447, -3.259, -0.887], [-2.962, 1.006, -4.645], [-5.288, 3.320, -0.057], [5.308, 4.562, 5.335], [-0.933, -4.214, -5.553], [-4.200, -1.610, -0.449], [-2.461, -1.195, 0.720], [3.790, 1.854, 3.586], [-3.130, -1.689, 2.729], [-0.389, 2.158, 5.863], [4.723, -6.385, -2.432], [5.614, -5.933, -2.864], [5.670, -7.166, -0.669], [2.501, -3.772, -3.073], [-2.080, 0.272, -7.476], [-1.056, -1.751, -6.181], [6.681, 0.425, -0.274], [-3.088, -0.666, 0.033], [4.362, 4.822, 5.801], [-2.472, -5.099, -5.480], [6.372, -0.608, -0.127], [4.338, 1.886, 0.990], [2.044, 4.687, 6.937], [1.367, 3.079, 5.518], [5.562, 1.241, -0.886], [-3.589, 0.573, 0.658], [7.557, 0.438, -0.922], [2.253, 3.936, 6.023], [-3.871, 1.949, 2.607], [-2.689, 2.676, -2.181], [-0.433, -0.329, 2.266], [-4.548, 1.435, -1.504], [4.345, 1.150, -0.122], [-0.315, -3.340, -1.556], [-4.567, 2.865, 1.857], [4.054, 5.812, 5.471], [-1.739, 4.180, 6.276], [-2.681, -3.085, -5.364], [-2.379, 1.905, -6.872], [4.837, -6.514, -0.929]],
  "forces_ev_per_a": [[0.0883, -0.6283, -0.0562], [0.0284, -0.0984, -0.0253], [0.2869, 0.1028, 0.3757], [0.0930, -0.0391, 0.0422], [0.0065, -0.1613, 0.0204], [-0.0431, 0.1658, 0.1051], [-0.0547, -0.1070, -0.0535], [-0.0307, 0.0833, 0.0426], [0.2314, 0.3511, 0.4841], [-0.1643, -0.0779, -0.0382], [0.0324, 0.0842, -0.0364], [0.0906, 0.0277, -0.0611], [-0.0771, 0.3278, 0.1893], [-0.2967, -0.2228, -0.1267], [-0.4038, 0.0582, -0.1221], [1.0772, -0.5542, 0.3314], [0.0227, -0.1579, -0.0413], [-0.1539, 0.0338, -0.0687], [-0.2334, -0.1042, -0.0298], [0.0657, -0.0376, -0.0218], [-0.4399, -0.0738, 0.1769], [-0.0750, -0.2053, 0.3077], [-0.0043, 0.0069, 0.0257], [0.0259, 0.1092, 0.0461], [-0.1101, 0.1117, 0.2308], [0.0671, 0.0562, -0.0126], [0.0100, -0.0537, 0.0785], [-0.1636, -0.0792, -0.1105], [-0.1484, 0.0275, -0.3586], [-0.0077, 0.1381, -0.3887], [0.0617, 0.3366, -0.1297], [-0.0531, 0.0433, 0.1297], [0.3399, 0.1014, -0.2892], [-0.0354, -0.0287, -0.0316], [-0.0608, -0.1667, -0.1148], [-0.1315, -0.0550, 0.0770], [-0.4706, 0.1335, 0.3244], [0.3392, -0.4512, -0.0078], [-0.2342, -0.3334, 0.0561], [0.2605, -0.4721, 0.1890], [-0.3274, -0.0834, 0.1176], [-0.0030, -0.2035, -0.0831], [-0.0744, 0.0165, 0.0158], [0.7823, 0.3668, 0.2276], [0.3941, 0.2961, 0.0546], [0.1090, 0.0451, 0.0050], [-0.2891, -0.3597, -0.1579], [0.0772, 0.0137, 0.4673], [-0.0820, 0.0934, 0.0578], [-0.6253, -0.1810, -0.3372], [0.0746, 0.0161, -0.0363], [0.1235, 0.0318, -0.0321], [0.1284, 0.0413, -0.0226], [-0.2425, 0.0775, -0.1291], [0.3340, -0.0422, -0.1978], [-0.0861, -0.1099, 0.0542], [-0.1913, 0.1406, -0.4271], [-0.0436, -0.0684, -0.0822], [0.0071, 0.0775, -0.0362], [-0.1518, 0.1142, 0.6227], [0.1921, -0.0393, 0.1403], [0.0654, 0.1162, 0.0620], [0.1787, -0.3890, -0.0371], [0.1019, -0.0115, -0.1020], [0.2906, -0.2630, 0.0946], [-0.0439, 0.1445, 0.0160], [0.0053, -0.0248, -0.0245], [-0.1089, 0.0382, -0.0064], [0.0794, 0.0241, 0.0295], [0.0542, -0.0142, -0.0006], [-0.0655, -0.0008, 0.2247], [-0.2674, 0.0798, -1.0848], [0.4522, -0.0441, -0.1653], [-0.0828, 0.0572, 0.0419], [-0.0400, -0.0928, -0.1237], [0.0759, -0.1547, -0.0835], [-0.0212, 0.0561, 0.1070], [0.1602, -0.1404, -0.2143], [0.3241, -0.0921, -0.3030], [-0.0900, 0.3728, -0.0745], [-0.0236, 0.0118, -0.0404], [0.1667, 0.1259, 0.0710], [-0.1796, -0.1812, 0.5541], [-0.1416, 0.3702, -0.1937], [-0.0199, 0.1008, -0.0326], [-0.4173, 0.9833, 0.1510], [-0.0822, 0.0747, 0.0077], [0.4114, -0.1649, -0.4342], [-0.2679, 0.5406, 0.0366], [-0.0665, 0.0142, 0.0709], [-0.0651, -0.0144, -0.0100], [-0.0580, -0.1484, 0.0212], [0.0014, 0.0102, 0.0280], [-0.1669, 0.1812, 0.0853]],
  "lowdin_charge": [0.115, 0.081, 0.157, 0.097, -0.022, -0.045, 0.070, 0.084, 0.609, 0.072, 0.075, 0.094, 0.150, 0.126, 0.181, -0.832, 0.127, 0.123, 0.088, -0.614, -0.200, 0.132, 0.126, 0.126, 0.022, 0.102, 0.080, 0.084, 0.017, 0.108, -0.216, 0.123, 0.140, 0.040, -0.056, 0.120, -0.020, -0.246, 0.076, 0.047, 0.125, -0.039, 0.097, -0.518, -0.073, 0.127, 0.135, 0.114, -0.005, -0.198, 0.074, 0.097, -0.621, 0.789, -0.141, 0.099, 0.134, 0.098, 0.095, -0.158, 0.029, 0.104, -0.332, 0.115, -0.205, 0.125, 0.082, -0.006, 0.080, 0.130, -0.061, -0.160, -0.021, 0.094, 0.080, -0.617, 0.131, 0.023, -0.208, -0.125, 0.083, -0.601, -0.105, 0.100, 0.437, -0.062, 0.031, 0.027, 0.062, 0.102, 0.074, 0.003, 0.084, -0.064]
}

***

[3]
{
  "formula": "C8H26AgN7O5",
  "method": "ωB97M-V/def2-TZVPD",
  "relative_energy_ev": 2.958,
  "elements": ["O", "N", "Ag", "C", "H", "C", "H", "H", "H", "C", "H", "N", "H", "H", "H", "H", "H", "C", "H", "H", "O", "N", "C", "H", "N", "C", "C", "N", "H", "H", "C", "H", "O", "N", "O", "H", "N", "H", "H", "H", "H", "H", "H", "H", "O", "H", "H"],
  "xyz": [[-2.286, -0.048, 1.884], [3.840, 2.632, -1.464], [-0.009, 0.281, 0.213], [-2.594, 0.220, -1.975], [1.323, 1.983, 2.861], [0.669, -2.363, -0.434], [1.991, -2.931, 1.318], [-0.350, -1.986, -0.511], [0.245, -3.199, 1.486], [0.908, -3.594, -1.261], [-3.384, 2.834, 1.409], [-2.726, 2.069, 1.444], [0.595, -3.535, -2.303], [3.353, 3.377, -0.988], [1.634, 2.118, -0.816], [4.848, 2.655, -1.522], [1.750, 0.635, -1.720], [1.005, -2.528, 1.087], [1.995, -3.670, -1.291], [2.423, -1.605, -0.931], [0.656, -1.338, 1.772], [-4.354, 0.701, 1.481], [1.765, 2.533, 2.030], [-4.877, -0.162, 1.511], [-3.842, 0.205, -1.715], [0.947, -1.337, 3.096], [3.271, 1.561, -1.942], [-2.396, -0.075, -3.269], [2.779, 2.146, 1.934], [0.912, -0.334, 3.522], [-3.074, 0.848, 1.722], [-1.475, 0.080, -3.654], [3.784, 0.748, -2.635], [2.030, 1.595, -1.584], [-1.721, 0.464, -1.217], [-4.400, -0.323, -2.370], [1.469, -1.274, -0.954], [-4.117, 0.356, -0.755], [0.315, -2.050, 3.625], [-1.753, 2.341, 1.470], [-3.145, -0.420, -3.853], [0.601, -4.540, -0.815], [2.051, 3.526, 2.377], [1.990, -1.585, 3.296], [0.819, 2.508, 0.968], [-4.853, 1.577, 1.414], [1.392, -1.095, -1.945]],
  "forces_ev_per_a": [[1.0130, -1.6664, 0.8725], [4.2084, 3.2452, 0.9371], [0.3845, 1.7131, 0.8939], [1.3057, -0.6413, -2.7289], [0.1522, 0.0261, 0.6535], [-0.2498, 0.3632, 0.3555], [0.3322, 0.3785, -0.1352], [-0.4011, -0.5071, 0.2391], [0.2387, -1.0029, -0.1757], [0.9275, -0.9302, 0.3744], [0.2470, -0.2262, -0.0368], [1.7930, 4.2824, 0.0563], [-0.3331, 0.1931, 0.1852], [0.1245, -0.4611, -0.0074], [-0.0761, 0.1567, 0.8927], [-0.2293, 0.4321, -0.0133], [-1.2261, 0.6303, 0.3931], [-2.2261, -0.2369, -0.4417], [0.2633, -0.2455, -0.2085], [0.6798, 0.3806, 0.4211], [0.7145, 0.4847, -2.2290], [-4.6170, -0.5824, -0.3424], [-1.2772, -0.1074, -0.2800], [0.4192, 0.1966, 0.4446], [-5.0418, -0.1767, 1.7426], [0.9307, 0.0651, 1.9867], [-0.2366, 2.4203, 0.8751], [1.4436, -0.5459, -2.1572], [0.2742, -0.9370, -0.9971], [-0.7755, 0.0431, -0.2424], [1.6522, -1.2546, -1.1079], [-0.2914, -0.2397, -0.0305], [1.7929, -3.0916, -1.9624], [-4.3624, -2.6820, -0.8500], [2.5581, 1.1258, 2.1346], [-0.5186, 0.4101, 0.6834], [1.1326, 0.1806, -0.0026], [-0.2765, -0.2675, -0.0254], [-0.1647, 0.0643, 0.3561], [0.3634, -0.0822, 0.0759], [0.4962, 0.3292, -0.0419], [-0.4707, 0.0613, -0.0125], [-0.6585, 0.7357, 0.1319], [0.3320, -0.5141, -0.1640], [0.9777, -0.5135, -0.1160], [-0.5224, -0.6453, -0.0294], [-0.8022, -0.3607, -0.3670]],
  "lowdin_charge": [0.029, 0.162, 0.778, -0.773, 0.030, -0.434, 0.136, 0.118, 0.130, -0.056, 0.114, 0.179, 0.084, 0.115, 0.046, 0.111, 0.042, -0.151, 0.081, 0.096, -0.263, 0.143, -0.344, 0.124, 0.194, -0.131, -0.845, 0.162, 0.039, 0.091, -0.796, 0.116, 0.050, 0.149, 0.020, 0.120, 0.001, 0.092, 0.097, 0.096, 0.103, 0.081, 0.040, 0.092, -0.463, 0.109, 0.083]
}

***

[4]
{
  "formula": "C9H19AlAsCl3GeN4OS2",
  "method": "ωB97M-V/def2-TZVPD",
  "charge": 1,
  "spin_multiplicity": 2,
  "relative_energy_ev": 22.973,
  "elements": ["C", "C", "N", "C", "C", "H", "Cl", "C", "S", "N", "Ge", "H", "H", "S", "H", "As", "H", "N", "H", "C", "H", "H", "Cl", "Al", "H", "H", "C", "H", "H", "O", "N", "H", "C", "H", "H", "H", "H", "H", "C", "H", "Cl"],
  "xyz": [[1.326, -0.027, 2.045], [-3.125, 3.997, 0.442], [-3.020, 3.076, -0.530], [2.288, 0.484, 1.222], [3.569, -0.286, 1.040], [-0.307, 1.755, -3.473], [-1.586, -0.571, 0.291], [-1.692, -0.711, -1.379], [-0.064, 1.023, 2.600], [-0.777, 2.185, -0.975], [-2.829, -0.724, 2.519], [1.591, -2.174, 2.119], [-5.094, 4.179, 0.077], [2.032, 2.000, 0.349], [-2.200, 5.086, 1.913], [-0.311, -0.570, -2.602], [4.104, -0.338, 1.991], [-4.345, 4.468, 0.684], [-1.260, -0.120, 1.594], [-0.204, 0.781, -3.940], [-0.966, -2.568, -3.974], [-0.260, -3.018, -2.388], [-3.741, -3.547, 0.981], [0.313, 0.592, -0.010], [2.426, -1.289, 3.389], [-4.520, 5.182, 1.369], [1.508, -1.322, 2.797], [3.375, -1.308, 0.709], [0.811, 0.666, -4.322], [1.036, -0.250, -1.493], [-2.092, 4.413, 1.174], [-2.239, 0.677, 0.163], [-0.179, -2.363, -3.251], [4.202, 0.198, 0.303], [-0.924, 0.617, -4.738], [0.676, -1.506, 3.470], [-3.051, -0.950, 0.496], [-1.165, 4.048, 1.005], [-1.847, 2.608, -0.769], [0.797, -2.488, -3.720], [-1.241, -2.415, 1.218]],
  "forces_ev_per_a": [[-0.3506, 0.3480, 0.6217], [0.0064, -0.1413, 0.0607], [-0.0240, 0.0924, 0.0239], [0.1054, 0.0129, 0.2065], [-0.0194, 0.1006, -0.2511], [-0.0784, -0.0194, 0.0207], [-0.3470, 5.3202, -4.4178], [-2.4939, -0.7162, -2.3373], [0.0075, -0.7932, -1.2569], [-0.0992, -0.8618, 0.1100], [-0.0954, -1.2405, -0.6254], [0.0248, -0.0016, 0.0074], [0.0005, -0.0199, 0.0037], [0.2070, -0.1609, 0.2405], [0.0102, 0.0236, -0.0189], [1.6704, -0.5276, 2.2710], [-0.0036, -0.0099, 0.0049], [0.0117, 0.0520, -0.0131], [-0.3785, 1.1828, 3.2417], [-0.0461, -0.1374, -0.1519], [-0.0491, 0.0009, 0.0527], [-0.0719, 0.0314, 0.0189], [-0.4790, 0.1538, 0.0489], [3.0723, 2.0638, -0.8482], [-0.0183, 0.0105, 0.0270], [-0.0054, 0.0156, -0.0160], [0.1764, -0.0418, -0.1019], [-0.0014, -0.0096, 0.0265], [-0.0122, 0.0460, -0.0399], [-1.4267, -0.0093, -0.2280], [0.0064, 0.0060, -0.0258], [0.8386, -0.5562, 0.0297], [0.4006, 0.1279, -0.4114], [0.0025, -0.0074, 0.0016], [-0.0577, 0.0471, 0.0422], [-0.0058, -0.0060, -0.0070], [-2.2963, -0.6850, 1.5130], [-0.0012, -0.0238, 0.0513], [0.1925, 0.4236, 0.0058], [-0.0209, -0.0387, -0.0351], [1.6488, -4.0513, 2.1554]],
  "lowdin_charge": [-0.737, -0.460, 0.147, -0.742, -0.077, 0.032, 0.112, -0.501, 0.613, 0.161, 0.899, 0.071, 0.131, 0.756, 0.132, 1.054, 0.095, 0.203, -0.309, -0.164, 0.055, 0.050, -0.047, -0.452, 0.090, 0.127, -0.134, 0.094, 0.062, -0.407, 0.222, 0.034, -0.176, 0.078, 0.055, 0.054, -0.111, 0.115, -0.316, 0.055, 0.138]
}